This record from OMol25 describes 2 unconnected molecules or ions with the total composition C32H22BF6N in a non-equilibrium geometry. The level of theory is wB97M-V/def2-TZVPD.

```
62
Properties=species:S:1:pos:R:3:forces:R:3:mulliken_charge:R:1
F 9.166 9.186 7.675 -0.1 0.1 -1.3 -0.3210
C 9.243 9.446 6.322 0.2 -0.3 1.1 0.1455
C 10.326 10.226 5.955 0.0 0.3 -0.5 -0.9064
C 10.476 10.528 4.600 0.2 0.1 -0.2 -0.3274
C 9.586 10.019 3.642 0.2 0.3 0.4 -0.8734
C 8.504 9.293 4.096 -0.4 0.2 -0.6 0.0853
F 7.566 8.950 3.137 0.8 0.0 1.0 -0.3666
C 8.255 8.976 5.440 0.2 -0.8 -0.4 0.7246
B 6.865 8.381 5.894 0.4 3.1 0.9 1.6365
C 6.619 8.207 7.423 -0.4 -1.0 2.2 0.4007
C 6.588 7.017 8.166 0.2 -0.3 -0.2 0.1361
F 6.866 5.829 7.532 -0.1 1.0 0.4 0.0120
C 6.303 6.900 9.521 0.1 -0.2 -0.3 -0.9810
C 6.032 8.044 10.239 0.1 0.5 -0.3 -0.3829
C 6.046 9.286 9.606 0.1 0.0 -0.6 -0.9241
C 6.319 9.330 8.242 0.0 0.0 -0.3 0.5002
F 6.322 10.578 7.667 0.1 -0.8 0.2 -0.3500
C 5.624 9.106 5.269 -1.3 -0.1 -0.6 1.2072
C 4.336 8.545 5.366 -0.1 -0.3 0.9 -0.3365
F 4.188 7.421 6.162 0.3 0.7 -1.3 -0.3250
C 3.167 9.097 4.859 0.1 0.0 0.0 -0.8823
C 3.235 10.377 4.314 0.3 -0.2 -0.1 -0.4039
C 4.445 11.063 4.296 0.0 0.0 0.1 -0.7805
C 5.576 10.435 4.793 0.4 0.4 0.1 -0.0600
F 6.656 11.267 4.939 -0.4 -0.9 -0.4 -0.3717
H 11.005 10.633 6.710 -0.3 -0.3 -0.3 0.4447
H 11.293 11.198 4.277 -0.5 -0.6 0.2 0.3530
H 9.689 10.251 2.583 -0.1 -0.1 0.3 0.4644
H 6.315 5.912 9.983 0.0 0.3 -0.2 0.4726
H 5.822 7.996 11.289 -0.1 -0.1 0.3 0.4255
H 5.851 10.227 10.129 0.1 -0.4 -0.2 0.4663
H 2.232 8.541 4.923 0.3 0.2 0.1 0.5079
H 2.344 10.860 3.933 0.0 -0.1 0.0 0.4150
H 4.530 12.094 3.941 -0.1 -0.4 0.2 0.4451
C 6.240 5.906 3.500 0.5 1.1 -1.0 -1.8435
C 6.898 5.687 4.845 -2.2 -6.1 -2.0 0.3769
N 6.299 4.396 5.426 -0.3 0.6 -0.8 0.4453
C 6.961 3.291 5.985 -0.3 -0.5 1.0 0.1970
C 8.284 2.859 5.926 0.2 -0.1 0.4 -0.8203
C 8.648 1.694 6.637 0.2 0.4 -0.2 -0.6122
C 7.713 0.989 7.417 0.5 -0.2 -0.1 -0.6155
C 6.386 1.386 7.475 0.3 0.4 -0.6 -0.4211
C 6.009 2.489 6.710 0.7 0.3 -0.1 0.2926
C 4.718 3.041 6.451 -0.6 1.3 -0.6 0.1353
C 3.447 2.787 6.980 0.7 0.0 -0.5 -0.4354
C 2.375 3.557 6.540 0.3 -0.5 0.4 -0.9237
C 2.569 4.513 5.555 0.4 0.3 -0.7 -0.6182
C 3.821 4.769 4.973 -0.2 0.2 0.1 -0.5280
C 4.929 4.118 5.511 -0.5 -0.1 1.5 0.8693
H 7.026 6.283 2.850 -0.1 0.2 -0.4 0.3850
H 5.803 5.037 2.988 0.2 0.1 0.6 0.4750
H 5.496 6.722 3.570 0.3 -0.5 -0.1 0.2802
H 6.867 6.566 5.351 -0.7 2.4 2.6 -0.6838
H 7.894 5.385 4.828 2.0 0.0 -0.6 0.7285
H 9.016 3.425 5.352 0.0 -0.2 0.1 0.4195
H 9.700 1.335 6.597 -0.9 0.3 0.0 0.3377
H 8.037 0.089 7.943 -0.1 0.3 -0.1 0.3575
H 5.645 0.850 8.059 0.1 0.0 -0.1 0.4002
H 3.351 1.992 7.717 -0.2 0.2 -0.1 0.4093
H 1.394 3.375 6.959 0.0 0.1 -0.1 0.3865
H 1.722 5.099 5.223 0.0 -0.1 -0.1 0.4015
H 3.936 5.460 4.128 -0.3 -0.2 0.8 0.3545
```
Forces are in eV/Å.

Properties
Multiplicity   1
LUMO   -0.945 eV
HOMO energy   -7.61 eV
E   -52011.251 eV
SMILES string   Fc1cccc(F)c1B(c1c(F)cccc1F)c1c(F)cccc1F.CCn1c2ccccc2c2ccccc21